# 1
The following is a DFT calculation (ωB97M-V/def2-TZVPD) of a cluster of 2 separate species, C10H19OP in total in a non-equilibrium geometry.

Structure (XYZ):
```
31
Properties=species:S:1:pos:R:3:forces:R:3
C -1.740 -0.464 1.561 -1.042 -0.520 -0.793
C -1.147 -0.018 0.480 3.005 -0.034 1.340
C -3.278 -0.608 1.547 0.195 -0.618 -0.991
C -1.605 0.343 -0.849 0.194 -0.282 -0.235
C -3.760 0.263 0.377 -1.839 0.420 -0.101
C -3.103 -0.093 -0.938 0.415 0.335 -0.498
C 2.843 -1.505 -1.621 3.182 -0.274 -0.270
C 2.479 2.555 0.664 3.217 -2.517 -0.667
C 1.912 -1.819 -0.427 0.538 0.593 -0.814
C 2.745 1.117 -0.051 -1.856 0.747 -0.866
O 2.259 -0.549 2.008 -1.661 0.512 -2.443
P 1.662 -0.268 0.599 -0.074 -0.492 2.841
H -1.230 -0.759 2.442 0.632 -0.198 0.624
H -3.690 -1.703 1.553 1.019 1.797 -0.430
H -3.660 -0.197 2.447 -0.342 0.458 1.029
H -1.346 1.393 -1.126 -0.777 -0.448 0.453
H -0.934 -0.210 -1.485 -0.145 -0.510 -0.845
H -4.893 0.345 0.331 1.215 -0.587 -0.155
H -3.467 1.311 0.481 0.060 0.041 0.843
H -3.509 0.485 -1.758 -0.492 0.014 -0.209
H -3.256 -1.152 -1.158 0.452 0.006 -0.103
H 3.334 -2.465 -2.091 -1.137 1.764 0.894
H 2.329 -0.964 -2.385 -0.587 0.078 -0.743
H 3.770 -0.761 -1.429 -2.008 -1.993 0.103
H 2.592 3.303 -0.102 -0.028 0.413 -0.072
H 1.580 2.656 1.191 -1.374 -0.125 0.579
H 3.335 2.601 1.378 -0.830 0.508 -0.339
H 2.459 -2.483 0.268 -0.749 0.146 -0.216
H 0.962 -2.248 -0.852 0.867 0.302 0.860
H 3.731 0.668 0.109 -0.042 0.545 0.274
H 2.624 1.225 -1.163 -0.009 -0.084 0.950
```
Forces are in eV/Å.

Output
**Energy**: -808.88060 Ha
**HOMO (spin up / spin down)**: -7.80 / -7.84 eV
**F_max**: 0.080 hartree/bohr
**Lowest unoccupied orbital energy (spin up / spin down)**: -0.02 / -0.28 eV

# 2
The following is a DFT calculation (ωB97M-V/def2-TZVPD) of an isolated molecule of C4H4N2.

Structure (XYZ):
```
10
Properties=species:S:1:pos:R:3:forces:R:3
C 1.226 -0.685 -0.072 0.154 0.107 -0.120
C 1.216 0.644 -0.031 0.106 -0.130 -0.218
N 0.027 0.689 0.781 0.002 0.145 -0.043
C -1.200 0.675 0.026 -0.142 -0.112 -0.201
C -1.240 -0.653 -0.022 -0.179 0.089 -0.096
N 0.007 -0.810 0.717 0.012 0.141 0.233
H 1.903 -1.463 -0.393 -0.275 -0.064 0.005
H 1.766 1.485 -0.422 0.084 -0.038 0.231
H -1.761 1.529 -0.319 -0.032 -0.055 0.205
H -1.947 -1.413 -0.319 0.270 -0.083 0.005
```
Forces are in eV/Å.

Output
**Energy**: -264.16560 Ha
**SMILES**: c1cn2ccn12
**HOMO**: -9.14 eV
**F_max**: 0.005 hartree/bohr
**Lowest unoccupied orbital energy**: 1.26 eV

# 3
The following is a DFT calculation (ωB97M-V/def2-TZVPD) of a structure of composition C5H10N in a non-equilibrium geometry.

Structure (XYZ):
```
16
Properties=species:S:1:pos:R:3:forces:R:3
C 2.102 0.146 -0.248 -0.415 -0.147 -0.361
C 1.114 -0.150 -1.086 0.913 0.028 -0.007
C 1.143 0.409 0.848 1.309 -2.238 4.751
C -0.715 -1.178 0.205 -0.438 -0.911 0.298
C -0.856 1.164 -0.397 -0.578 0.794 -0.222
N 0.039 0.041 -0.097 -0.284 0.072 -0.208
H 3.169 0.198 -0.316 0.226 0.026 -0.054
H 0.979 -0.423 -2.114 -0.190 -0.104 -0.229
H 1.283 -0.392 2.008 -0.720 2.340 -3.902
H 1.074 1.415 1.248 -0.184 0.104 -0.130
H -0.029 -1.985 0.461 0.043 0.142 -0.022
H -1.396 -1.004 1.037 0.078 0.100 -0.030
H -1.293 -1.473 -0.672 0.072 0.138 0.022
H -1.476 1.389 0.470 0.045 -0.112 0.026
H -0.268 2.044 -0.656 0.063 -0.104 0.035
H -1.500 0.916 -1.240 0.060 -0.126 0.035
```
Forces are in eV/Å.

Output
**Energy**: -250.91927 Ha
**HOMO**: -15.12 eV
**F_max**: 0.105 hartree/bohr
**Net charge**: +1
**Lowest unoccupied orbital energy**: -3.33 eV

# 4
The following is a DFT calculation (ωB97M-V/def2-TZVPD) of an isolated molecule of C6H11N2O2P in a non-equilibrium geometry.

Structure (XYZ):
```
22
Properties=species:S:1:pos:R:3:forces:R:3
C 2.471 1.787 -2.154 0.128 0.008 0.096
C 1.442 1.023 -1.834 -0.223 0.283 -0.517
O 1.470 0.239 -0.728 -2.760 -1.465 1.782
P -0.077 -0.298 -0.072 3.049 1.267 -0.521
O -1.128 -0.386 -1.092 -0.063 -0.051 -0.032
N -0.294 0.817 1.170 0.927 -1.135 -0.478
C -0.822 2.106 0.781 -0.126 0.784 -0.225
C -1.651 1.153 1.534 -0.853 0.051 0.304
N 0.390 -1.686 0.730 0.465 1.352 -0.286
C 0.072 -2.945 0.101 -0.093 -0.699 -0.567
C -0.699 -2.479 1.261 -0.650 -0.392 0.522
H 2.467 2.376 -3.050 -0.133 0.094 -0.239
H 3.347 1.829 -1.530 0.157 -0.033 0.147
H 0.543 0.960 -2.440 0.001 -0.035 0.022
H -1.060 2.276 -0.262 -0.049 -0.083 0.001
H -0.373 2.949 1.290 0.023 -0.037 0.024
H -1.812 1.302 2.595 0.049 -0.010 -0.003
H -2.462 0.661 1.008 0.036 0.043 -0.064
H 0.817 -3.718 0.228 0.057 0.033 0.044
H -0.409 -2.918 -0.871 -0.024 0.023 0.063
H -1.718 -2.144 1.096 0.042 -0.017 -0.088
H -0.512 -2.903 2.238 0.040 0.017 0.014
```
Forces are in eV/Å.

Output
**Energy**: -836.54685 Ha
**SMILES**: C=COP(=O)(N1CC1)N1CC1
**HOMO**: -9.04 eV
**F_max**: 0.070 hartree/bohr
**Lowest unoccupied orbital energy**: 1.00 eV